{
  "formula": "C4H6B5F20LiO3",
  "method": "ωB97M-V/def2-TZVPD",
  "symbols": ["Li", "B", "F", "F", "F", "F", "B", "F", "F", "F", "F", "B", "F", "F", "F", "F", "B", "F", "F", "F", "F", "B", "F", "F", "F", "F", "C", "C", "C", "O", "C", "O", "O", "H", "H", "H", "H", "H", "H"],
  "coordinates": [[-1.86839, -0.61269, 1.17784], [-1.94785, 4.41609, -1.09366], [-0.78612, 4.57220, -1.73078], [-2.11274, 5.37913, -0.18097], [-2.97991, 4.42129, -2.01325], [-1.99374, 3.24213, -0.36358], [-5.18010, -3.53250, -0.28948], [-3.98607, -3.09980, -0.69533], [-5.85396, -2.37051, -0.05722], [-5.71880, -4.39133, -1.22224], [-5.16022, -4.08833, 0.94087], [-5.98507, 2.12588, 3.32763], [-5.05242, 1.16361, 3.32412], [-6.28914, 2.39137, 2.04566], [-7.10013, 1.75262, 4.05317], [-5.46444, 3.28679, 3.79778], [3.00791, 1.34733, 3.19000], [2.44518, 0.95411, 4.33103], [3.38964, 2.71438, 3.36722], [4.10575, 0.50670, 2.94331], [2.09513, 1.29645, 2.21887], [0.01371, -3.95270, 3.76192], [1.24265, -4.10200, 4.24711], [-0.77540, -3.02886, 4.39033], [0.13583, -3.43945, 2.48599], [-0.72168, -5.09218, 3.72447], [2.74684, -1.12365, -3.37767], [4.02163, -0.42300, -2.91699], [5.06276, -0.37866, -4.03714], [5.34349, 0.91651, -4.41936], [4.57471, 1.69906, -3.63783], [4.70174, 2.95276, -3.49933], [3.88315, 0.98570, -2.78940], [2.48610, -0.89425, -4.41086], [1.89641, -0.77333, -2.79274], [2.71690, -2.20144, -3.21777], [4.41239, -0.89908, -2.01769], [4.69887, -0.92505, -4.90727], [5.99541, -0.79530, -3.65676]],
  "de_lowest_kj_mol": 188.1,
  "gap_ev": 7.88,
  "charge": -4,
  "largest_force_ha_per_bohr": 0.1237
}